{
  "formula": "C5H15N2",
  "method": "wB97M-V/def2-TZVPD",
  "gap_ha": [0.45907, 0.25790],
  "max_force_ev_per_a": 3.2,
  "de_lowest_kcal_mol": 36.4,
  "total_energy_ev": -8388.7293,
  "spin_multiplicity": 2,
  "total_charge": 2,
  "e_homo_ev": [-19.7, -19.8],
  "s_squared": 0.755,
  "species": ["N", "N", "C", "C", "C", "C", "C", "H", "H", "H", "H", "H", "H", "H", "H", "H", "H", "H", "H", "H", "H", "H"],
  "xyz": [[1.143, -1.371, 1.143], [-1.979, 0.232, 1.144], [2.134, -0.617, 0.211], [0.305, 1.172, -0.527], [-1.090, 0.783, -1.160], [-2.006, -0.054, -0.263], [1.483, 0.168, -0.906], [0.240, 1.111, 0.554], [-2.900, -0.046, 1.500], [2.717, -1.433, -0.254], [-1.704, 1.196, 1.373], [2.289, 0.756, -1.342], [0.605, -0.605, 1.543], [0.544, -1.917, 0.520], [-1.916, -1.126, -0.449], [1.200, -0.591, -1.648], [-1.639, 1.718, -1.407], [2.814, -0.090, 0.870], [-0.831, 0.348, -2.127], [0.679, 2.166, -0.846], [-3.080, 0.074, -0.599], [1.435, -1.995, 1.899]],
  "mulliken_charge": [-0.244, -0.128, -0.805, -0.572, -0.653, -0.566, -0.569, 0.364, 0.368, 0.417, 0.323, 0.313, 0.277, 0.337, 0.375, 0.421, 0.378, 0.387, 0.411, 0.383, 0.407, 0.374]
}

{
  "formula": "H3NS2",
  "method": "wB97M-V/def2-TZVPD",
  "gap_ha": 0.31674,
  "smiles": "SNS",
  "max_force_ev_per_a": 3.3,
  "de_lowest_kcal_mol": 38.1,
  "total_energy_ev": -23207.3308,
  "spin_multiplicity": 1,
  "e_homo_ev": -8.9,
  "species": ["S", "S", "N", "H", "H", "H"],
  "xyz": [[-0.232, 0.548, -1.586], [-0.364, -0.077, 1.488], [0.651, -0.051, 0.181], [-0.813, -0.630, -1.824], [-0.152, 1.208, 1.817], [0.911, -0.998, -0.075]],
  "mulliken_charge": [-0.083, -0.027, -0.439, 0.128, 0.140, 0.282]
}

{
  "formula": "C37H43CoN7O5",
  "method": "wB97M-V/def2-TZVPD",
  "gap_ha": [0.25437, 0.25323],
  "max_force_ev_per_a": 0.9,
  "total_energy_ev": -97364.6718,
  "spin_multiplicity": 4,
  "e_homo_ev": [-6.6, -6.6],
  "s_squared": 3.757,
  "species": ["Co", "O", "O", "O", "O", "O", "N", "N", "N", "N", "N", "N", "N", "C", "C", "C", "C", "C", "C", "C", "C", "C", "C", "C", "C", "C", "C", "C", "C", "C", "C", "C", "C", "C", "C", "C", "C", "C", "C", "C", "C", "C", "C", "C", "C", "C", "C", "C", "C", "C", "H", "H", "H", "H", "H", "H", "H", "H", "H", "H", "H", "H", "H", "H", "H", "H", "H", "H", "H", "H", "H", "H", "H", "H", "H", "H", "H", "H", "H", "H", "H", "H", "H", "H", "H", "H", "H", "H", "H", "H", "H", "H", "H"],
  "xyz": [[-0.220, -0.228, -0.170], [-1.221, -1.535, -1.607], [-0.061, 1.769, 0.034], [-0.379, -1.930, 0.990], [-1.683, 1.487, -2.268], [6.395, -2.946, -2.893], [2.014, 1.357, 0.978], [5.291, -2.277, -4.758], [1.523, 0.042, 0.969], [-2.523, 0.252, 0.165], [4.261, -2.232, -2.632], [1.314, -0.238, -1.883], [-2.960, -1.714, -3.023], [-3.658, -4.001, -2.421], [3.125, -1.915, -7.721], [2.082, -3.457, -6.241], [0.737, 5.883, 0.062], [-2.952, -0.491, 1.201], [0.455, 4.521, 0.096], [-2.987, 1.694, -1.790], [1.417, 0.777, -2.746], [-0.799, -2.587, -3.710], [1.126, 2.146, 0.476], [2.228, -1.207, -1.924], [4.167, -1.756, -6.823], [0.916, -2.919, -8.420], [3.127, -3.317, -5.335], [3.768, -0.512, 1.690], [3.312, -1.193, -2.788], [-3.428, 0.814, -0.635], [-2.193, -4.479, -2.522], [2.718, 4.066, 0.757], [1.441, 3.604, 0.445], [-1.430, -4.012, -3.790], [-1.619, -1.829, -2.715], [3.001, 5.422, 0.720], [2.056, -2.764, -7.445], [1.936, -2.255, 1.405], [2.011, 6.337, 0.374], [-3.824, -2.509, -2.116], [0.334, -4.168, 1.343], [2.449, 0.847, -3.666], [2.353, -0.875, 1.335], [5.379, -2.514, -3.399], [-4.289, -0.692, 1.485], [-5.231, -0.105, 0.653], [4.176, -2.455, -5.621], [0.636, -2.686, 1.226], [3.423, -0.135, -3.682], [-4.794, 0.650, -0.420], [-1.034, 1.738, -1.562], [-0.630, -4.723, -4.000], [-2.195, -5.569, -2.514], [-6.291, -0.246, 0.830], [4.251, -0.019, 0.844], [-3.127, 2.733, -1.475], [3.780, 0.206, 2.511], [0.796, -4.603, 2.231], [-3.139, -1.948, -3.990], [2.130, -2.001, -1.186], [-0.536, 4.156, -0.138], [4.261, -0.068, -4.362], [0.229, -2.622, -3.361], [-4.160, -4.226, -3.370], [6.195, -2.332, -5.195], [-3.527, -2.279, -1.095], [-5.499, 1.111, -1.103], [-0.810, -2.096, -4.685], [4.383, -2.565, -1.689], [-4.177, -4.578, -1.650], [2.684, -2.999, 1.661], [4.985, -1.077, -7.051], [-2.178, -0.945, 1.812], [4.336, -1.398, 1.975], [3.127, -3.887, -4.413], [0.728, -4.698, 0.469], [-0.746, -4.320, 1.384], [3.997, 5.771, 0.964], [2.236, 7.398, 0.342], [0.397, -1.971, -8.570], [-2.116, -4.062, -4.644], [3.140, -1.359, -8.652], [-4.859, -2.197, -2.239], [-4.580, -1.290, 2.340], [2.507, 1.689, -4.344], [-0.039, 6.589, -0.205], [0.655, 1.546, -2.691], [1.270, -3.255, -9.396], [1.276, -4.146, -6.010], [-1.642, -4.172, -1.624], [3.475, 3.341, 1.032], [0.188, -3.647, -8.060], [-3.679, 1.518, -2.612]],
  "mulliken_charge": [1.396, 0.327, -1.004, -0.670, -0.404, -0.678, -0.800, -0.058, 0.511, 0.451, 0.056, 1.170, 0.091, -0.948, -0.675, -0.508, -0.742, -0.700, -0.240, -1.108, -0.343, 0.133, 0.325, -0.966, -0.351, -1.564, -0.104, -1.588, 0.038, 0.877, -0.188, -0.378, 0.354, -0.779, -0.942, -0.680, 0.562, -1.639, -0.365, -0.159, -1.526, -1.588, 1.444, 0.217, -0.769, -0.389, 0.099, 0.897, -0.314, -0.948, 0.202, 0.494, 0.476, 0.389, 0.351, 0.425, 0.360, 0.405, 0.426, 0.424, 0.459, 0.614, -0.347, 0.325, 0.275, -0.082, 0.450, 0.438, 0.222, 0.427, 0.289, 0.411, 0.544, 0.395, 0.407, 0.273, 0.336, 0.385, 0.378, 0.338, 0.342, 0.399, 0.400, 0.471, 0.483, 0.393, 0.386, 0.412, 0.291, -0.094, 0.446, 0.331, 0.417]
}

{
  "formula": "C18H48AlBr2N8O3P2",
  "method": "wB97M-V/def2-TZVPD",
  "gap_ha": 0.25611,
  "max_force_ev_per_a": 7.3,
  "total_energy_ev": -202767.5526,
  "spin_multiplicity": 1,
  "total_charge": -1,
  "e_homo_ev": -5.3,
  "species": ["Br", "Br", "P", "P", "Al", "O", "O", "O", "N", "N", "N", "N", "N", "N", "N", "N", "C", "C", "C", "C", "C", "C", "C", "C", "C", "C", "C", "C", "C", "C", "C", "C", "C", "C", "H", "H", "H", "H", "H", "H", "H", "H", "H", "H", "H", "H", "H", "H", "H", "H", "H", "H", "H", "H", "H", "H", "H", "H", "H", "H", "H", "H", "H", "H", "H", "H", "H", "H", "H", "H", "H", "H", "H", "H", "H", "H", "H", "H", "H", "H", "H", "H"],
  "xyz": [[-0.396, 8.265, -0.347], [-0.542, 5.185, -1.360], [3.480, -3.267, -2.202], [-2.911, -0.174, 0.263], [0.208, 3.832, 1.435], [4.320, -2.106, -1.726], [-2.334, 0.612, -0.891], [-0.911, 3.031, 2.742], [2.772, -4.561, -3.158], [-3.395, -1.573, -0.632], [4.202, -4.469, -1.201], [3.132, 4.159, 1.624], [-2.404, 4.629, 3.789], [-3.297, -0.949, 1.789], [-4.208, 0.914, 0.569], [1.942, -2.742, -1.655], [-0.320, 7.264, 2.370], [1.686, -4.180, -4.081], [-5.612, 0.578, 0.649], [-2.901, -0.107, 2.951], [1.903, 4.385, 2.412], [-4.043, 2.289, 0.108], [4.181, 5.162, 1.846], [-1.617, 3.879, 3.354], [1.196, -3.280, -0.540], [5.527, -4.183, -0.667], [3.789, -5.266, -3.979], [-2.704, -2.279, 2.025], [-4.740, -1.931, -1.013], [0.022, 6.800, 0.952], [1.503, -1.412, -2.074], [3.504, -5.397, -0.337], [-0.687, 5.476, 0.604], [-2.365, -2.250, -1.402], [-6.065, 0.456, -0.343], [1.967, -3.345, -4.729], [2.640, -5.844, -0.828], [0.186, -2.871, -0.506], [-1.743, 5.563, 0.879], [3.186, -4.928, 0.601], [-1.217, 7.881, 2.400], [-3.026, 2.636, 0.273], [-2.897, -2.601, 3.049], [3.909, 5.885, 2.620], [0.527, 7.755, 2.851], [6.149, -3.691, -1.410], [-4.695, 2.961, 0.672], [1.048, -4.359, -0.634], [-1.564, -1.572, -1.705], [-3.243, -0.564, 3.881], [-1.909, -3.053, -0.805], [-5.155, -1.241, -1.760], [4.225, -4.607, -4.736], [-1.817, 0.027, 3.003], [4.294, 5.742, 0.919], [0.783, -3.913, -3.537], [-5.786, -0.322, 1.239], [1.786, 5.460, 2.644], [-3.358, 0.878, 2.899], [2.345, -0.746, -2.268], [5.483, -3.543, 0.222], [1.415, -5.027, -4.714], [-0.541, 6.362, 2.950], [-3.159, -3.033, 1.384], [-2.756, -2.695, -2.319], [3.341, -6.124, -4.480], [4.597, -5.650, -3.360], [0.890, -0.922, -1.318], [6.039, -5.112, -0.399], [0.439, 2.718, 0.325], [0.911, -1.471, -2.998], [-6.163, 1.370, 1.165], [2.018, 3.837, 3.357], [2.943, 4.096, 0.636], [4.154, -6.239, -0.079], [-4.273, 2.395, -0.959], [-1.622, -2.285, 1.863], [5.137, 4.707, 2.125], [-4.771, -2.937, -1.438], [1.100, 6.662, 0.883], [1.679, -3.056, 0.420], [-5.408, -1.974, -0.150]],
  "mulliken_charge": [-0.217, -0.228, 0.797, 1.204, -0.007, -0.836, -0.949, -0.414, -0.027, 0.134, 0.216, -0.443, -0.654, -0.077, 0.260, 0.245, -1.062, -0.904, -1.126, -1.225, -0.462, -1.064, -0.835, 0.708, -0.243, -1.042, -1.114, -1.016, -1.136, 0.068, -1.269, -1.069, -0.560, -1.160, 0.301, 0.361, 0.272, -0.319, 0.578, 0.309, 0.383, 0.251, 0.373, 0.261, 0.316, 0.326, 0.358, 0.286, 0.297, 0.408, 0.211, 0.246, 0.346, 0.401, 0.279, 0.165, 0.295, 0.245, 0.336, 0.372, 0.316, 0.369, 0.192, 0.276, 0.499, 0.414, 0.316, 0.511, 0.323, -0.384, 0.268, 0.369, 0.386, 0.249, 0.378, 0.291, 0.350, 0.300, 0.495, 0.364, 0.254, 0.316]
}